Computed, not measured: a 14-piece molecular cluster, C5H35O15 overall in a non-equilibrium geometry, with ωB97M-V/def2-TZVPD.

Values from the calculation:
LUMO: 2.26 eV

```
! wB97M-V def2-TZVPD RIJCOSX def2/J DEFGRID3
* xyz -1 1
O 4.9371 -1.3036 2.0793
C 3.8696 -1.6756 1.6489
C 2.9519 -0.8114 0.8514
C 2.2711 0.2347 1.7151
C 0.7804 -0.2564 2.0698
C -0.0757 1.0395 2.3841
O 0.2737 2.1291 1.5297
H 3.6060 -2.7515 1.7331
H 2.2875 -1.3727 0.2071
H 3.6106 -0.2631 0.1393
H 2.0543 1.0897 1.0833
H 2.8301 0.3378 2.6327
H 0.2528 -0.8021 1.2925
H 0.9815 -0.7310 3.0446
H -1.1226 0.7821 2.1639
H 0.1377 1.4504 3.3729
H -2.5784 -1.9560 1.8243
H -2.6845 -3.0215 0.6083
O -2.1111 -2.6007 1.2783
H -1.4239 3.7465 2.3880
H -2.5941 2.9198 1.9717
O -2.2686 3.8303 1.9190
H 0.0177 4.5245 -1.2113
H 0.1723 5.2661 0.1440
O 0.4967 5.2287 -0.7664
H 0.5322 -3.6549 1.7064
H -0.9222 -4.0015 1.5512
O -0.0726 -4.3702 1.8879
H 1.4875 -0.5098 -1.5285
H 1.2463 -2.3584 -2.1088
O 0.9494 -1.9199 -1.2897
H -1.7672 0.2826 -1.5870
H -2.6659 0.0980 -0.4075
O -2.6158 0.5817 -1.2267
H -0.0510 1.9872 0.6241
H -0.6492 2.2819 -2.2538
O -0.1617 2.1626 -1.4412
H -4.5820 -3.0556 -1.0060
H -3.1995 -2.2593 -1.3487
O -3.8304 -2.5931 -0.6790
H 0.3122 -5.1135 -0.6830
H 1.1711 -3.8073 -0.9102
O 0.9835 -4.6878 -1.2536
H 1.6382 3.5653 -2.7750
H 1.3964 2.0598 -2.8786
O 1.6052 2.8436 -3.4158
H 0.3842 1.3416 -1.5292
H 1.7143 0.7392 -0.7900
O 1.8446 0.4817 -1.7110
H -0.3467 -1.6811 -1.6062
H -1.5023 -1.1397 -2.7527
O -1.3770 -1.7319 -1.9995
H -3.4574 3.2185 -1.8438
H -2.1936 2.7271 -1.1743
O -2.5430 3.4795 -1.6737
*
```